Entry from OMol25: 8 unconnected molecules or ions with the total composition C46H84IN4O10S2 in a non-equilibrium geometry (ωB97M-V with the def2-TZVPD basis set).

Each line ends with the Mulliken charge.
Geometry (Å):
C1 2.20 6.27 2.07  -1.1391
C2 0.86 5.48 1.73  0.6200
O1 0.49 4.59 2.77  -0.3270
C3 -0.93 4.43 2.91  -0.7837
C4 -1.42 2.95 2.65  0.5711
C5 -0.80 2.49 1.28  0.2221
C6 -1.74 1.63 0.38  -0.9709
C7 -1.02 0.90 -0.81  -0.0546
C8 -0.32 1.85 -1.85  -0.6553
I1 -1.72 2.72 -3.27  0.1808
N1 0.80 2.70 -1.36  0.3606
C9 2.00 2.21 -1.34  -1.2422
C10 1.91 0.78 -1.93  0.5708
C11 2.22 -0.47 -1.02  -1.0202
C12 2.65 -0.11 0.45  0.1196
C13 3.63 -1.28 0.94  -0.9229
S1 5.32 -0.85 0.37  -0.3043
C14 5.88 0.64 1.20  0.1317
S2 5.20 1.25 2.58  -0.1678
N2 6.99 1.33 0.60  0.1893
C15 6.96 1.46 -0.79  -0.3247
C16 8.17 2.21 -1.07  -0.5420
N3 8.80 2.44 0.16  -0.6399
C17 8.12 1.90 1.18  0.0519
C18 0.56 0.85 -2.73  -1.3181
O2 -0.05 -0.34 -3.19  -0.2476
N4 0.03 -0.33 -4.62  -0.0126
O3 1.06 -0.77 -4.94  -0.1853
H1 2.74 5.65 2.84  0.2804
H2 1.96 7.28 2.48  0.3185
H3 2.86 6.32 1.17  0.3092
H4 1.10 4.87 0.80  -0.4997
H5 0.08 6.24 1.45  0.2640
H6 -1.54 5.14 2.30  0.3623
H7 -1.16 4.65 3.99  0.4014
H8 -2.54 2.95 2.58  -0.4784
H9 -1.03 2.26 3.45  0.2011
H10 0.21 2.01 1.41  0.0201
H11 -0.58 3.44 0.70  -0.3577
H12 -2.17 0.82 1.04  0.3622
H13 -2.61 2.25 0.04  0.2602
H14 -0.32 0.14 -0.39  0.1585
H15 -1.82 0.34 -1.37  0.3883
H16 0.47 3.63 -1.06  0.6803
H17 2.87 2.80 -0.99  0.9196
H18 2.76 0.77 -2.66  0.5441
H19 1.37 -1.19 -1.00  0.3482
H20 3.09 -1.02 -1.48  0.6845
H21 1.79 -0.15 1.18  0.0845
H22 3.23 0.83 0.55  0.1713
H23 3.34 -2.23 0.42  0.4421
H24 3.57 -1.45 2.04  0.5525
H25 6.21 1.09 -1.52  0.5804
H26 8.55 2.54 -2.05  0.3656
H27 8.33 1.88 2.26  0.3585
H28 0.85 1.48 -3.62  0.9221
C19 0.08 -2.52 -7.49  -0.2742
C20 0.45 -3.29 -8.74  -0.6287
C21 -0.91 -3.77 -9.23  -0.4451
O4 -1.87 -2.79 -8.81  -0.4119
C22 -1.25 -1.89 -7.88  -0.3985
H29 0.82 -1.79 -7.18  0.2259
H30 -0.07 -3.22 -6.66  0.2464
H31 0.88 -2.61 -9.48  0.2821
H32 1.15 -4.10 -8.57  0.3521
H33 -1.18 -4.72 -8.76  0.2566
H34 -0.95 -3.88 -10.31  0.2931
H35 -1.10 -0.93 -8.39  0.2702
H36 -1.91 -1.73 -7.03  0.2496
C23 -1.96 -0.51 7.60  -0.5921
C24 -1.60 0.92 7.95  -0.5977
C25 -0.86 1.38 6.71  -0.4221
O5 -1.43 0.66 5.60  -0.2866
C26 -2.26 -0.40 6.11  -0.3169
H37 -2.79 -0.91 8.17  0.3535
H38 -1.09 -1.17 7.75  0.2540
H39 -2.51 1.50 8.09  0.2840
H40 -1.00 1.01 8.86  0.3489
H41 0.20 1.13 6.76  0.3106
H42 -0.96 2.45 6.53  0.2296
H43 -3.30 -0.12 5.94  0.2688
H44 -2.05 -1.32 5.57  0.1514
C27 5.20 -5.94 0.69  -0.5758
C28 6.58 -5.48 1.13  -0.6263
C29 6.27 -4.20 1.87  0.0327
O6 4.96 -4.36 2.44  -0.3979
C30 4.34 -5.52 1.87  -0.0175
H45 5.14 -7.00 0.47  0.3871
H46 4.90 -5.39 -0.21  0.2057
H47 7.01 -6.21 1.82  0.2614
H48 7.28 -5.34 0.31  0.3441
H49 6.24 -3.34 1.19  -0.1087
H50 6.98 -3.98 2.66  0.2990
H51 4.32 -6.30 2.64  0.3085
H52 3.32 -5.29 1.58  -0.0651
C31 4.42 5.09 -4.28  -0.6313
C32 3.62 4.41 -5.38  -0.5723
C33 4.04 2.96 -5.23  -0.2994
O7 4.33 2.76 -3.83  -0.2827
C34 4.39 4.04 -3.19  -0.0165
H53 4.00 6.04 -3.97  0.3695
H54 5.45 5.25 -4.61  0.2726
H55 2.55 4.51 -5.18  0.2288
H56 3.82 4.80 -6.38  0.3751
H57 4.95 2.74 -5.79  0.2893
H58 3.26 2.26 -5.54  0.1630
H59 3.49 4.14 -2.56  -0.0346
H60 5.27 4.08 -2.54  0.2584
C35 -6.69 2.18 2.63  -0.7307
C36 -6.93 1.17 1.53  -0.1091
C37 -6.07 1.71 0.40  -0.5558
O8 -4.96 2.38 1.01  -0.3018
C38 -5.22 2.53 2.42  -0.3542
H61 -6.89 1.81 3.63  0.3570
H62 -7.31 3.07 2.46  0.3033
H63 -6.56 0.19 1.84  0.1645
H64 -7.98 1.06 1.25  0.1724
H65 -6.62 2.44 -0.20  0.2979
H66 -5.70 0.92 -0.26  0.2335
H67 -4.57 1.83 2.95  0.1769
H68 -4.98 3.55 2.73  0.3436
C39 -1.10 -4.03 2.97  -0.3984
C40 -1.30 -5.08 1.89  -0.6578
C41 -0.43 -4.55 0.77  -0.4179
O9 0.65 -3.84 1.38  -0.2875
C42 0.36 -3.66 2.78  -0.4339
H69 -1.32 -4.39 3.98  0.3510
H70 -1.73 -3.16 2.77  0.1701
H71 -0.92 -6.04 2.24  0.2849
H72 -2.34 -5.21 1.60  0.3453
H73 -0.98 -3.84 0.14  0.1908
H74 -0.03 -5.34 0.13  0.3096
H75 1.02 -4.33 3.35  0.2805
H76 0.58 -2.63 3.07  0.2733
C43 -9.98 -1.90 -0.26  -0.5234
C44 -9.16 -3.07 -0.78  -0.5624
C45 -7.83 -2.85 -0.08  -0.3640
O10 -8.11 -2.20 1.17  -0.3794
C46 -9.48 -1.77 1.16  -0.3497
H77 -11.06 -2.06 -0.33  0.3514
H78 -9.74 -1.00 -0.83  0.2481
H79 -9.61 -4.01 -0.44  0.2579
H80 -9.08 -3.10 -1.86  0.3407
H81 -7.19 -2.18 -0.67  0.2110
H82 -7.29 -3.78 0.10  0.2810
H83 -10.04 -2.43 1.84  0.2985
H84 -9.55 -0.75 1.54  0.2092

Values from the calculation:
net charge	+1
frontier orbital gap	6.79	eV